A molecular structure, C13H15N2O2RhS. Source: the OMol25 dataset; level of theory: wB97M-V/def2-TZVPD.

Calculated values
spin multiplicity	2
⟨S²⟩	0.802
total charge	+1
electronic energy	-1272.80553	a.u.

XYZ file:
```
34
C13H15N2O2RhS wB97M-V/def2-TZVPD
Rh -0.18 -0.21 0.27
O -0.41 1.87 0.09
N -1.55 2.39 0.53
C -1.70 3.77 0.48
C -2.82 4.37 0.97
C -3.84 3.61 1.57
C -3.68 2.20 1.62
C -2.56 1.61 1.10
S -2.36 -0.13 1.13
H -0.88 4.29 0.00
H -2.90 5.44 0.90
H -4.72 4.07 1.96
H -4.44 1.58 2.06
O 1.94 -0.69 1.27
C 2.71 -0.61 0.05
C 2.71 -1.96 -0.66
C 1.29 -2.52 -0.89
C 0.56 -1.94 -2.07
C 0.67 -2.45 -3.35
C -0.10 -1.92 -4.38
C -0.96 -0.86 -4.09
C -1.01 -0.37 -2.80
N -0.27 -0.90 -1.82
H 2.38 -0.17 1.95
H 3.73 -0.33 0.29
H 2.27 0.17 -0.60
H 3.26 -2.67 -0.04
H 3.23 -1.84 -1.61
H 0.68 -2.34 0.02
H 1.36 -3.60 -1.03
H 1.34 -3.27 -3.54
H -0.06 -2.33 -5.37
H -1.58 -0.42 -4.85
H -1.65 0.45 -2.53
```